Record 1
C10H12BBa2Br6O8 | wB97M-V/def2-TZVPD

Positions of all 39 atoms, in Å:
1 Ba 12.3583 -28.5534 6.5238
2 Ba 15.7725 -17.8038 14.9503
3 O 19.6973 -21.7195 9.6605
4 C 18.5947 -21.6331 9.0415
5 O 18.3026 -22.3669 7.9571
6 B 16.9767 -21.9520 7.4518
7 O 16.4391 -20.9629 8.3924
8 C 17.3532 -20.7116 9.3398
9 O 17.2811 -19.8742 10.3216
10 O 16.0825 -23.1240 7.4049
11 C 15.5589 -23.3188 6.1560
12 O 14.7248 -24.1866 5.8644
13 C 16.1512 -22.2014 5.2580
14 O 17.0083 -21.5020 6.0423
15 O 15.8781 -22.0949 4.0816
16 Br 20.2182 -25.7030 4.3050
17 C 21.4726 -24.2409 4.8076
18 C 22.3109 -24.6998 6.0992
19 Br 23.7044 -23.2844 6.4062
20 H 20.8506 -23.3942 5.0980
21 H 22.1771 -24.0110 4.0083
22 H 22.9211 -25.5712 5.8616
23 H 21.7537 -24.8704 7.0203
24 Br 22.7031 -16.8877 11.3091
25 C 22.1423 -16.2487 9.4545
26 C 22.7353 -17.2544 8.4254
27 Br 24.7440 -17.3912 8.4723
28 H 22.4338 -15.2352 9.1791
29 H 21.0852 -16.4546 9.2868
30 H 22.4093 -17.0842 7.3993
31 H 22.2822 -18.2240 8.6318
32 Br 14.7015 -28.0111 -3.4944
33 C 14.8088 -26.4748 -2.2140
34 C 15.7380 -26.8198 -1.1284
35 Br 14.7863 -28.1352 0.0225
36 H 13.8307 -26.2397 -1.7944
37 H 15.2093 -25.5920 -2.7125
38 H 15.7565 -25.8873 -0.5642
39 H 16.7515 -27.1030 -1.4126

Calculated values
**HOMO**: -13.228 eV
**HOMO-LUMO gap**: 2.69 eV
**LUMO energy**: -10.5405 eV
**Total charge**: +3
**Electronic energy**: -449237.755 eV
**Strongest force on any atom**: 5.57 eV/Å
**Relative energy (zero: lowest compared OMol25 entry of this formula, charge and spin)**: 857.8 kJ/mol

=====

Record 2
C10H12BKO14 | wB97M-V/def2-TZVPD

Positions of all 38 atoms, in Å:
1 K -0.5440 0.6853 0.3291
2 O 5.7845 2.5265 0.4084
3 C 4.7336 2.2112 1.0080
4 O 4.3215 1.0416 1.3012
5 B 2.9414 1.1808 1.9170
6 O 2.6411 2.5859 1.9804
7 C 3.6917 3.2098 1.3557
8 O 3.8949 4.4153 1.3147
9 O 2.8689 0.4965 3.2557
10 C 1.7996 -0.2798 3.3205
11 O 1.2715 -0.7944 4.2693
12 C 1.2340 -0.3390 1.8159
13 O 1.8629 0.5528 1.1551
14 O 0.1506 -0.8979 1.4669
15 C -4.5518 0.7237 -1.5700
16 O -4.4379 -0.1285 -0.4203
17 C -3.3439 -0.4273 0.2613
18 O -2.2700 0.0819 0.2234
19 O -3.6795 -1.4170 1.1188
20 C -2.7598 -2.0427 2.0280
21 H -4.0791 0.2795 -2.4460
22 H -4.1883 1.7422 -1.4335
23 H -5.6225 0.8758 -1.7062
24 H -3.2987 -2.8854 2.4612
25 H -2.3978 -1.3975 2.8285
26 H -1.9649 -2.4907 1.4318
27 C 1.4432 -1.4573 -0.1486
28 O 1.2327 -1.4688 -1.5986
29 C 0.3441 -0.6210 -2.2213
30 O -0.2600 0.2982 -1.6779
31 O 0.2010 -1.1452 -3.4694
32 C -0.2792 -0.3292 -4.5043
33 H 2.3691 -2.0206 -0.0324
34 H 0.5766 -1.9731 0.2648
35 H 1.5876 -0.4214 0.1583
36 H -1.1523 0.2366 -4.1794
37 H -0.6008 -0.9411 -5.3471
38 H 0.4798 0.3343 -4.9189

Calculated values
**HOMO**: -9.925 eV
**HOMO-LUMO gap**: 9.47 eV
**LUMO energy**: -0.4589 eV
**Total charge**: 0
**Electronic energy**: -56229.037 eV
**Strongest force on any atom**: 11.35 eV/Å
**Relative energy (zero: lowest compared OMol25 entry of this formula, charge and spin)**: 884.8 kJ/mol

=====

Record 3
C10H12BrIN2O5P | wB97M-V/def2-TZVPD

Positions of all 32 atoms, in Å:
1 C -3.1067 0.4364 -2.3918
2 C -1.8476 -0.3547 -2.0723
3 Br -1.5063 -1.6900 -3.4801
4 C -0.6192 0.5510 -1.8243
5 C 0.2265 -0.1653 -0.8107
6 C 1.0415 -1.1573 -1.2891
7 N 1.8388 -1.8495 -0.4568
8 C 1.8563 -1.6507 0.8595
9 N 2.7502 -2.4798 1.5622
10 C 1.0417 -0.6788 1.4225
11 P 1.0397 -0.4618 3.2478
12 O 0.6089 0.8364 3.7508
13 C 0.2386 0.0914 0.5789
14 C -0.6441 1.1989 1.0922
15 O -1.5925 0.9600 1.7766
16 O -0.3044 2.3902 0.6524
17 C 0.1428 3.3655 1.6895
18 O 1.2656 3.1710 2.1454
19 O -0.6204 4.2850 1.9363
20 H -3.9644 -0.2038 -2.1668
21 H -3.2076 1.3236 -1.7729
22 H -3.1965 0.6715 -3.4484
23 H -2.0374 -0.9131 -1.1587
24 H -0.9059 1.5011 -1.3975
25 H 0.0461 0.6370 -2.7987
26 H 1.0475 -1.3730 -2.3450
27 H 2.4399 -2.5436 -0.8763
28 H 2.4313 -3.4370 1.4617
29 H 2.7915 -2.2434 2.5405
30 H 0.1239 -1.4533 3.6863
31 H 2.2955 -0.8911 3.7496
32 I 0.3268 2.1272 -3.8625

Calculated values
**HOMO**: -3.513 eV
**HOMO-LUMO gap**: 4.63 eV
**LUMO energy**: 1.1223 eV
**Total charge**: -1
**Electronic energy**: -111214.180 eV
**Strongest force on any atom**: 4.85 eV/Å

=====

Record 4
C10H12BrLuNP | wB97M-V/def2-TZVPD

Positions of all 26 atoms, in Å:
1 C -0.9037 -0.0955 -3.3340
2 C -1.6236 1.0921 -3.0560
3 C -0.7248 2.0509 -2.4777
4 C 0.5645 1.4404 -2.3679
5 C 0.4672 0.0817 -2.7824
6 Lu -1.3868 -1.2676 1.3485
7 P -0.5782 -3.4674 0.0055
8 H -1.2581 -0.9774 -3.8681
9 H -2.6889 1.2573 -3.2280
10 H -0.9679 3.0862 -2.2385
11 H 1.2494 -0.6725 -2.7542
12 H 1.4691 1.9559 -2.0452
13 H 0.7330 -3.2225 -0.5999
14 H -1.3152 -3.9786 -1.1267
15 H -0.3648 -4.7261 0.6788
16 Br -0.2714 -1.2271 4.8127
17 C 0.6121 -0.1612 3.4437
18 C 0.9095 1.1881 3.5736
19 C 0.9751 1.9712 2.4014
20 C 0.5756 1.4280 1.2049
21 N 0.1646 0.1344 1.1468
22 C 0.6358 -0.7322 2.1508
23 H 1.0982 1.6199 4.5600
24 H 1.2742 3.0278 2.4331
25 H 0.5053 1.9713 0.2574
26 H 0.8499 -1.7770 1.8617

Calculated values
**HOMO**: -5.304 eV
**HOMO-LUMO gap**: 3.17 eV
**LUMO energy**: -2.1307 eV
**Total charge**: 0
**Electronic energy**: -124997.532 eV
**Strongest force on any atom**: 2.55 eV/Å
**Relative energy (zero: lowest compared OMol25 entry of this formula, charge and spin)**: 285.0 kJ/mol

=====

Record 5
C10H12Cl3F3N2O5V | wB97M-V/def2-TZVPD

Positions of all 36 atoms, in Å:
1 V 1.0166 0.6851 -0.3057
2 N 1.2134 3.7774 2.3016
3 C 0.8768 3.0238 1.2957
4 O 1.1117 1.7675 1.3126
5 C 0.2363 3.5472 0.0481
6 C -0.0088 2.3563 -0.8662
7 H 1.6725 3.3688 3.1063
8 H 1.0225 4.7693 2.3142
9 H 0.8924 4.2900 -0.4102
10 H -0.6939 4.0615 0.3019
11 H 0.3387 2.5031 -1.8921
12 H -1.0457 2.0163 -0.8776
13 F -5.0372 -2.5690 -0.0768
14 C -3.9372 -3.1791 0.3652
15 F -3.7293 -4.2707 -0.3703
16 F -4.1209 -3.5382 1.6315
17 C -2.7479 -2.2383 0.2278
18 C -2.3579 -1.8246 -1.0392
19 C -1.2784 -0.9804 -1.1525
20 N -0.5895 -0.5543 -0.0737
21 C -0.9810 -0.9510 1.1541
22 C -2.0580 -1.7884 1.3417
23 H -2.8812 -2.1560 -1.9260
24 H -0.9321 -0.6475 -2.1218
25 H -0.4068 -0.5880 1.9955
26 H -2.3446 -2.0903 2.3389
27 Cl 2.3622 -0.9450 1.3642
28 C 2.8535 -2.4666 0.4780
29 Cl 1.5530 -3.1140 -0.4882
30 H 3.1312 -3.1594 1.2639
31 H 3.6935 -2.1941 -0.1498
32 O 3.6806 -0.3605 -2.4890
33 Cl 2.7177 0.6279 -2.3091
34 O 2.5923 1.5984 -3.3001
35 O 1.3515 -0.0347 -2.0533
36 O 2.8338 1.2574 -0.9394

Calculated values
**HOMO (spin up / spin down)**: -17.223 / -17.221 eV
**HOMO-LUMO gap (spin up / spin down)**: 7.92 / 8.56 eV
**LUMO energy (spin up / spin down)**: -9.3057 / -8.6639 eV
**Total charge**: +2
**Electronic energy**: -95167.678 eV
**Strongest force on any atom**: 0.70 eV/Å
**Multiplicity**: 2
**Relative energy (zero: lowest compared OMol25 entry of this formula, charge and spin)**: 0.0 kJ/mol
**⟨S²⟩**: 0.80

=====

Record 6
C10H12ClNPSn | wB97M-V/def2-TZVPD

Positions of all 26 atoms, in Å:
1 C 0.5044 -0.1983 -2.5658
2 C -0.7629 -0.8219 -2.3635
3 C -0.5593 -2.0141 -1.6197
4 C 0.8313 -2.1466 -1.3605
5 C 1.5066 -1.0156 -1.9148
6 Sn 0.4549 0.4869 0.2777
7 P -0.7195 2.9298 0.3448
8 H 0.7010 0.6996 -3.1577
9 H -1.7108 -0.4732 -2.7710
10 H -1.3278 -2.7290 -1.3399
11 H 2.5858 -0.8432 -1.9336
12 H 1.3128 -2.9816 -0.8584
13 H -1.7438 3.0691 1.3374
14 H -1.2165 3.5518 -0.8704
15 H 0.3571 3.7732 0.7832
16 Cl 1.0205 0.9745 5.7437
17 C 0.0965 0.1030 4.6002
18 C -0.9819 -0.6788 5.0144
19 C -1.7203 -1.3268 4.0161
20 C -1.3683 -1.1786 2.6756
21 N -0.3049 -0.4282 2.2821
22 C 0.4405 0.1925 3.2476
23 H -1.2171 -0.7625 6.0729
24 H -2.5806 -1.9426 4.2735
25 H -1.9455 -1.6710 1.8889
26 H 1.2813 0.8033 2.9312

Calculated values
**HOMO (spin up / spin down)**: -2.076 / -1.455 eV
**HOMO-LUMO gap (spin up / spin down)**: 5.10 / 4.42 eV
**LUMO energy (spin up / spin down)**: 3.0229 / 2.9672 eV
**Total charge**: -1
**Electronic energy**: -39693.980 eV
**Strongest force on any atom**: 2.46 eV/Å
**Relative energy (zero: lowest compared OMol25 entry of this formula, charge and spin)**: 0.0 kJ/mol

=====

Record 7
C10H12ClP | wB97M-V/def2-TZVPD

Positions of all 24 atoms, in Å:
1 C 2.1379 -0.7196 2.6029
2 C 1.3655 -1.7868 2.0414
3 C 1.7158 0.5757 2.4102
4 C 0.1156 -1.5047 1.5353
5 C 0.4773 0.8460 1.8748
6 C -0.2873 -0.1802 1.2900
7 C -1.7099 -0.5688 -1.0619
8 C -0.9353 0.6442 -1.5674
9 C -1.6054 1.4944 -2.6154
10 C 0.5581 0.4084 -1.6745
11 P -1.8107 0.4307 0.5601
12 Cl -3.2006 -1.1387 -1.8189
13 H 3.1713 -1.0381 3.0683
14 H 1.8787 -2.7789 2.1118
15 H 2.3554 1.3441 2.9348
16 H -0.5594 -2.2021 1.1118
17 H 0.0159 1.7459 1.9079
18 H -1.0244 -1.5211 -0.7857
19 H -0.8867 2.2351 -2.9550
20 H -2.5650 1.8371 -2.2594
21 H -1.7105 0.8948 -3.4674
22 H 1.0631 0.7348 -0.7825
23 H 0.8384 0.8650 -2.5758
24 H 0.6023 -0.6172 -1.8855

Calculated values
**HOMO**: -7.924 eV
**HOMO-LUMO gap**: 8.17 eV
**LUMO energy**: 0.2429 eV
**Total charge**: 0
**Electronic energy**: -32372.983 eV
**Strongest force on any atom**: 3.39 eV/Å
**Relative energy (zero: lowest compared OMol25 entry of this formula, charge and spin)**: 175.4 kJ/mol

=====

Record 8
C10H12CuN2O6 | wB97M-V/def2-TZVPD

Positions of all 31 atoms, in Å:
1 Cu -4.2609 -1.5831 0.9514
2 O -0.4609 -0.5993 -0.8292
3 C -1.6886 -0.8268 -1.1136
4 O -1.9319 -1.3393 -2.2184
5 O -2.5683 -0.6766 -0.2503
6 H -0.7628 -0.0768 -0.0826
7 O 1.2951 -1.0731 3.4173
8 C 1.1345 -1.7980 2.3373
9 O 0.5428 -2.8209 2.4037
10 O 1.5479 -1.3331 1.2628
11 H 1.8035 -0.4996 2.8390
12 N -3.2572 2.5747 2.1028
13 C -3.5408 1.7868 3.1590
14 C -2.4122 0.9394 3.2848
15 C -1.6167 1.0965 2.2009
16 C -2.1670 2.1134 1.4536
17 H -3.7984 3.3331 1.7129
18 H -4.3561 2.0231 3.8267
19 H -2.1748 0.1386 3.9695
20 H -0.7743 0.4401 2.0397
21 H -1.9546 2.6154 0.5212
22 N 1.9905 -0.4265 -3.5333
23 C 2.6189 0.2294 -2.4844
24 C 4.0098 0.0337 -2.6511
25 C 4.2065 -0.8945 -3.6271
26 C 2.9364 -1.2142 -4.1161
27 H 1.0027 -0.4595 -3.7413
28 H 1.9911 0.7983 -1.8147
29 H 4.7269 0.5423 -2.0238
30 H 5.1641 -1.2031 -4.0197
31 H 2.7550 -1.8405 -4.9770

Calculated values
**HOMO (spin up / spin down)**: -2.374 / -4.625 eV
**HOMO-LUMO gap (spin up / spin down)**: 5.04 / 3.25 eV
**LUMO energy (spin up / spin down)**: 2.6694 / -1.3741 eV
**Total charge**: -1
**Electronic energy**: -70465.654 eV
**Strongest force on any atom**: 7.99 eV/Å
**Multiplicity**: 3
**⟨S²⟩**: 2.01

=====

Record 9
C10H12DyI2O5RhS | wB97M-V/def2-TZVPD

Positions of all 32 atoms, in Å:
1 I 0.0954 -1.3373 -4.4006
2 I -2.4515 -1.7029 -3.5107
3 Rh -1.4685 -0.2070 0.4884
4 Dy 1.0897 0.1788 -0.6301
5 S -0.0250 -1.8409 -0.5679
6 C 3.1378 -0.6657 0.2023
7 C 2.4734 1.9703 -0.6043
8 C 0.6184 -3.2424 0.4069
9 C -0.5762 -4.1722 0.4194
10 C 1.0649 -2.8656 1.8123
11 C 1.7622 -3.8301 -0.4086
12 C -2.6106 1.0931 1.1703
13 C -1.9899 -1.3231 1.8991
14 O 3.1145 2.9662 -0.6456
15 O 4.1325 -1.1145 0.5920
16 O -3.3527 1.8640 1.6112
17 O -2.3678 -1.9877 2.7874
18 H -0.2845 -5.1097 0.9084
19 H -0.9073 -4.4021 -0.6034
20 H -1.4275 -3.7524 0.9697
21 H 1.3849 -3.7930 2.3251
22 H 0.2545 -2.4158 2.3993
23 H 1.9228 -2.1708 1.8099
24 H 2.0884 -4.7609 0.0693
25 H 2.6294 -3.1526 -0.4671
26 H 1.4348 -4.0588 -1.4355
27 C -1.1367 1.9596 -2.3694
28 C -0.7031 1.2468 -1.2817
29 O -0.4374 2.3220 -0.4042
30 H -0.2641 2.3808 -3.0340
31 H -1.1003 3.1109 -2.3969
32 H -2.1983 2.2671 -2.2684

Calculated values
**HOMO (spin up / spin down)**: -22.685 / -23.000 eV
**HOMO-LUMO gap (spin up / spin down)**: 6.10 / 5.35 eV
**LUMO energy (spin up / spin down)**: -16.5885 / -17.6534 eV
**Total charge**: +4
**Electronic energy**: -74873.232 eV
**Strongest force on any atom**: 12.06 eV/Å
**Multiplicity**: 10
**⟨S²⟩**: 24.90